{
  "formula": "C18H36BrN2O2",
  "method": "wB97M-V/def2-TZVPD",
  "species": ["C", "C", "C", "C", "C", "C", "N", "O", "C", "C", "C", "H", "H", "H", "H", "H", "H", "H", "H", "H", "H", "H", "H", "H", "H", "H", "H", "H", "H", "C", "C", "C", "C", "C", "C", "N", "O", "C", "C", "C", "H", "H", "H", "H", "H", "H", "H", "H", "H", "H", "H", "H", "H", "H", "H", "H", "H", "H", "Br"],
  "coordinates": [[31.668, 30.097, 19.768], [30.739, 29.939, 20.950], [30.965, 31.163, 21.909], [29.937, 31.416, 22.967], [28.547, 31.504, 22.294], [28.135, 30.284, 21.480], [29.281, 29.906, 20.516], [29.006, 28.924, 19.761], [26.900, 30.681, 20.616], [27.781, 29.124, 22.376], [31.005, 28.602, 21.733], [31.655, 31.117, 19.390], [31.619, 29.317, 19.008], [32.690, 29.918, 20.112], [31.191, 32.085, 21.367], [31.969, 31.058, 22.322], [30.063, 32.279, 23.619], [29.959, 30.559, 23.645], [28.477, 32.359, 21.621], [27.774, 31.582, 23.059], [26.058, 30.916, 21.267], [26.451, 29.894, 20.009], [27.160, 31.511, 19.961], [26.749, 29.242, 22.704], [28.425, 28.906, 23.226], [27.766, 28.206, 21.787], [31.230, 27.731, 21.116], [30.363, 28.406, 22.588], [32.017, 28.743, 22.122], [35.314, 28.840, 26.265], [33.826, 28.379, 26.130], [33.454, 27.188, 27.105], [33.474, 27.706, 28.560], [32.379, 28.815, 28.677], [32.560, 30.070, 27.823], [32.884, 29.549, 26.404], [32.521, 30.229, 25.405], [33.820, 30.903, 28.329], [31.300, 30.965, 27.876], [33.768, 27.829, 24.683], [35.686, 29.362, 27.144], [35.448, 29.624, 25.516], [35.899, 27.989, 25.925], [34.118, 26.332, 27.005], [32.439, 26.987, 26.760], [34.442, 28.145, 28.806], [33.346, 26.926, 29.309], [32.249, 29.102, 29.721], [31.460, 28.260, 28.478], [33.583, 31.306, 29.315], [34.110, 31.741, 27.698], [34.664, 30.261, 28.574], [30.365, 30.448, 27.655], [31.354, 31.846, 27.237], [31.152, 31.328, 28.893], [32.839, 27.332, 24.398], [34.635, 27.206, 24.475], [33.788, 28.606, 23.919], [34.790, 30.720, 22.110]],
  "e_tot_ha": -3540.976925,
  "charge": 1,
  "homo_lumo_gap_ev": 3.194,
  "e_homo_ev": -9.442
}